No. 1
C59H50BrMoN5O3P2S2 | ωB97M-V/def2-TZVPD

Results
E_tot in a.u.: -6898.6289
Orbital gap (spin up / spin down) in Ha: 0.214 / 0.214
Net charge: +2

Geometry (Å):
Mo -0.170 -0.114 0.227
C -3.235 -0.934 -3.734
C -3.611 -2.038 -1.523
C -4.582 -2.613 -0.752
C -4.469 -2.955 0.595
C -3.487 -2.733 1.555
C -3.787 -3.258 2.856
C -2.991 -3.050 3.935
C -1.834 -2.263 3.756
C -1.500 -1.728 2.542
S -0.028 -0.778 2.378
C -2.280 -1.971 1.366
N -1.817 -1.435 0.238
H -3.974 -0.680 -4.493
H -2.314 -1.251 -4.228
H -3.039 -0.048 -3.131
H -5.500 -2.886 -1.257
H -5.336 -3.482 0.982
H -4.694 -3.842 2.959
H -3.234 -3.467 4.900
H -1.176 -2.079 4.599
C 5.821 4.710 1.309
C 5.351 3.843 0.130
C 6.328 4.000 -1.045
C 5.311 2.376 0.561
C 6.438 1.694 1.024
C 6.388 0.347 1.355
C 5.213 -0.383 1.192
C 4.072 0.260 0.727
P 2.547 -0.563 0.090
C 2.890 -0.405 -1.699
C 4.130 -0.773 -2.217
C 4.415 -0.598 -3.565
C 3.474 -0.027 -4.408
C 2.244 0.373 -3.898
C 1.962 0.177 -2.555
C 2.888 -2.251 0.656
C 2.830 -2.489 2.029
C 3.197 -3.723 2.543
C 3.639 -4.726 1.687
C 3.708 -4.489 0.323
C 3.331 -3.256 -0.193
C 4.163 1.620 0.480
O 2.972 2.135 0.067
C 2.867 3.447 -0.258
C 1.555 3.827 -0.476
C 1.311 5.142 -0.856
C 2.381 6.020 -0.988
C 3.675 5.604 -0.694
C 3.955 4.298 -0.298
P 0.240 2.684 0.140
C 0.274 3.227 1.879
C -0.272 4.425 2.337
C -0.102 4.809 3.659
C 0.638 4.020 4.530
C 1.235 2.855 4.068
C 1.056 2.464 2.747
C -1.159 3.414 -0.781
C -2.263 4.050 -0.230
C -3.248 4.589 -1.051
C -3.147 4.474 -2.429
C -2.055 3.818 -2.987
C -1.065 3.300 -2.168
H 6.826 4.423 1.617
H 5.155 4.601 2.166
H 5.850 5.763 1.028
H 7.328 3.669 -0.761
H 6.399 5.045 -1.348
H 6.003 3.412 -1.905
H 7.377 2.225 1.121
H 7.279 -0.150 1.713
H 5.205 -1.443 1.408
H 4.891 -1.187 -1.566
H 5.380 -0.898 -3.951
H 3.700 0.115 -5.457
H 1.513 0.840 -4.544
H 1.000 0.526 -2.182
H 2.534 -1.702 2.713
H 3.155 -3.897 3.610
H 3.931 -5.688 2.086
H 4.048 -5.267 -0.347
H 3.364 -3.098 -1.261
H 0.305 5.494 -1.039
H 2.201 7.041 -1.293
H 4.483 6.322 -0.764
H -0.798 5.089 1.667
H -0.535 5.739 4.005
H 0.774 4.328 5.558
H 1.851 2.258 4.728
H 1.549 1.568 2.387
H -2.381 4.128 0.843
H -4.090 5.106 -0.608
H -3.908 4.904 -3.067
H -1.964 3.734 -4.062
H -0.197 2.830 -2.621
Br -3.382 -5.962 -3.761
C -3.110 -4.229 -3.103
C -3.968 -3.267 -3.473
N -3.789 -1.992 -2.884
C -2.206 -1.775 -1.131
C -1.432 -2.974 -1.625
C -1.859 -4.020 -2.348
C 0.023 -2.907 -1.263
O 0.779 -3.819 -1.430
O 0.452 -1.708 -0.820
H -4.711 -3.392 -4.249
H -1.881 -0.923 -1.733
H -1.111 -4.792 -2.502
C -6.355 0.616 -0.970
C -5.066 1.353 -1.322
C -4.011 1.287 -0.266
N -2.776 1.020 -0.469
N -2.011 1.086 0.693
C -2.713 1.417 1.760
N -2.224 1.610 2.983
S -4.381 1.656 1.400
H -7.065 0.698 -1.792
H -6.836 1.040 -0.087
H -6.173 -0.442 -0.778
H -5.280 2.409 -1.498
H -4.621 0.973 -2.243
H -1.243 1.447 3.162
H -2.830 1.829 3.755

No. 2
C6H7ClIN | ωB97M-V/def2-TZVPD

Results
Energy above the lowest of the compared OMol25 structures with the same formula, charge and spin in kJ/mol: 75.0
E_tot in a.u.: -1045.3843
Orbital gap in Ha: 0.299
Net charge: 0
Structure (SMILES): CN1CC=CC(I)=C1Cl

Geometry (Å):
C -1.265 1.649 -0.442
N -0.397 0.596 -0.075
C -0.875 -0.515 0.702
C -0.272 -1.755 0.159
C 0.990 -1.717 -0.115
C 1.726 -0.483 -0.037
I 3.849 -0.299 -0.191
C 0.959 0.744 0.064
Cl 1.542 2.344 0.015
H -1.779 2.126 0.506
H -0.755 2.338 -1.082
H -1.930 1.180 -1.219
H -1.927 -0.615 0.611
H -0.503 -0.499 1.784
H -0.861 -2.558 -0.254
H 1.498 -2.535 -0.424

No. 3
C21H38GeO3OsSe | ωB97M-V/def2-TZVPD

Results
2S+1: 2
E_tot in a.u.: -5616.6111
Orbital gap (spin up / spin down) in Ha: 0.227 / 0.225
Net charge: +3

Geometry (Å):
Os -0.342 -0.222 -0.637
C -4.459 0.351 -1.273
C -3.490 -0.168 -0.236
C -3.952 -1.453 0.399
C -3.136 0.888 0.783
O -2.192 -0.498 -1.018
Ge -1.735 -0.404 -3.014
O -0.068 -1.381 -2.059
C 0.466 -2.820 -2.179
C 1.660 -2.742 -3.092
C 0.819 -3.274 -0.786
C -0.668 -3.634 -2.762
O -0.690 0.930 -2.197
C 0.011 2.117 -2.899
C -0.051 1.778 -4.375
C 1.440 2.211 -2.426
C -0.795 3.340 -2.541
H -5.419 0.551 -0.797
H -4.643 -0.390 -2.055
H -4.111 1.284 -1.724
H -4.871 -1.268 0.955
H -3.210 -1.845 1.098
H -4.161 -2.217 -0.351
H -4.027 1.161 1.348
H -2.749 1.794 0.310
H -2.405 0.505 1.504
H 2.439 -2.094 -2.685
H 1.385 -2.377 -4.082
H 2.075 -3.744 -3.209
H 1.668 -2.714 -0.404
H 1.108 -4.325 -0.797
H -0.036 -3.191 -0.101
H -0.936 -3.290 -3.764
H -1.555 -3.616 -2.125
H -0.346 -4.672 -2.857
H 0.495 0.858 -4.602
H 0.405 2.584 -4.950
H -1.082 1.688 -4.734
H 1.957 1.251 -2.507
H 1.498 2.574 -1.402
H 1.973 2.925 -3.053
H -1.815 3.283 -2.925
H -0.322 4.218 -2.982
H -0.835 3.482 -1.460
C 3.346 0.292 6.347
C 2.703 0.468 5.038
C 1.752 1.488 4.802
C 1.160 1.643 3.585
C 0.151 2.727 3.356
C 1.545 0.706 2.533
Se 0.799 1.166 0.851
C 2.501 -0.331 2.723
C 2.936 -1.269 1.645
C 3.058 -0.422 3.967
H 3.006 0.999 7.097
H 4.435 0.373 6.226
H 3.186 -0.736 6.697
H 1.489 2.155 5.614
H -0.025 3.274 4.279
H -0.803 2.313 3.019
H 0.490 3.444 2.606
H 2.368 -1.121 0.735
H 2.809 -2.303 1.966
H 3.991 -1.121 1.412
H 3.806 -1.181 4.166